# 1
Formula: C6H10S
Source: the OMol25 dataset
Level of theory: the ωB97M-V functional and the def2-TZVPD basis

CARTESIAN COORDINATES (ANGSTROEM)
C1 -1.89725 1.78779 -1.05685
C2 -1.33630 0.61583 -0.28518
C3 -0.29452 0.94981 0.80345
C4 0.33302 -0.36943 1.17731
S1 1.89047 -0.83164 0.36390
C5 0.20130 -1.24125 -0.02792
C6 -0.52586 -0.44100 -1.10897
H1 -2.67186 1.57691 -1.77133
H2 -1.04521 2.22921 -1.60518
H3 -2.36052 2.57818 -0.40125
H4 -2.17058 0.14370 0.19525
H5 -0.74317 1.40343 1.68480
H6 0.43345 1.70961 0.34296
H7 0.18174 -0.71879 2.20460
H8 0.01040 -2.30603 0.00001
H9 0.29087 0.03526 -1.68898
H10 -1.05502 -1.15575 -1.79431

Computed properties:
E_LUMO (eV): 1.1
Net charge: 0
SMILES: C[C@@H]1C[C@@H]2S[C@@H]2C1
HOMO-LUMO gap (eV): 9.672
2S+1: 1

For reference, the Löwdin charges in units of e are: -0.08 -0.38 -0.19 -0.53 0.85 -0.58 -0.16 0.06 0.08 0.09 0.13 0.11 0.14 0.11 0.10 0.11 0.13

***

# 2
Formula: H3N4O2
Source: the OMol25 dataset
Level of theory: the ωB97M-V functional and the def2-TZVPD basis

CARTESIAN COORDINATES (ANGSTROEM)
N1 1.89958 0.55078 0.25224
N2 0.61493 1.10831 -0.07940
N3 -0.35135 0.21846 -0.01795
O1 -0.10614 -1.08630 0.10176
N4 -1.59490 0.56401 -0.18788
O2 -2.56591 -0.42369 0.06263
H1 1.62862 -0.39958 0.14276
H2 2.42108 0.64640 -0.59444
H3 -1.94590 -1.17840 0.32029

Computed properties:
E_LUMO (eV): 4.8
Net charge: -1
SMILES: N[N-][N+](=O)[N-]O
HOMO-LUMO gap (eV): 7.174
2S+1: 1

For reference, the Löwdin charges in units of e are: -0.05 -0.12 -0.42 -0.22 -0.10 -0.16 -0.01 0.02 0.06

***

# 3
Formula: C28H56O21
Source: the OMol25 dataset
Level of theory: the ωB97M-V functional and the def2-TZVPD basis

CARTESIAN COORDINATES (ANGSTROEM)
C1 4.73196 1.02604 5.73284
C2 5.39339 0.50691 4.50452
O1 4.32744 0.37224 3.47384
C3 4.54367 1.03613 2.34884
O2 5.39339 1.81901 2.09384
O3 3.65963 0.57880 1.42746
C4 3.81078 1.09326 0.13036
H1 4.33522 2.01442 5.49477
H2 5.49774 1.10218 6.55580
H3 4.00514 0.31970 6.05798
H4 5.86236 -0.42636 4.57562
H5 6.11444 1.30225 4.15924
H6 4.56369 0.50370 -0.40219
H7 4.03388 2.16920 0.18880
H8 2.78784 0.87699 -0.23746
C5 0.95686 2.75644 -5.70831
C6 0.65561 2.35866 -4.25649
O4 0.34472 0.99517 -4.27758
C7 0.13627 0.38371 -3.14512
O5 0.38205 0.91010 -2.04349
O6 -0.32943 -0.81012 -3.32937
C8 -0.84674 -1.50646 -2.08686
H9 0.07026 2.83831 -6.33320
H10 1.49294 1.92015 -6.20454
H11 1.62454 3.64824 -5.65150
H12 -0.16329 2.90132 -3.83211
H13 1.59339 2.43392 -3.60836
H14 -0.95324 -2.52301 -2.36257
H15 -1.71600 -0.96532 -1.75958
H16 -0.12250 -1.45845 -1.23194
C9 -5.95817 -2.34677 -0.44162
C10 -6.81943 -3.56511 -0.13714
O7 -6.53997 -4.64554 -1.10664
C11 -5.90042 -5.70125 -0.56889
O8 -5.49380 -5.80977 0.54166
O9 -5.88908 -6.67328 -1.48235
C12 -4.88267 -7.72697 -1.22254
H17 -6.20728 -1.92210 -1.39266
H18 -4.94410 -2.70858 -0.48838
H19 -5.94915 -1.69300 0.45728
H20 -7.85703 -3.33161 -0.18800
H21 -6.58562 -4.03286 0.83787
H22 -4.69680 -7.70938 -0.15763
H23 -3.95798 -7.46158 -1.71954
H24 -5.28891 -8.51187 -1.76129
C13 -0.38108 3.47245 3.16015
C14 -0.09495 3.73077 1.65413
O10 0.94253 4.64835 1.22202
C15 2.18172 4.21805 1.51806
O11 2.35737 3.14224 2.09547
O12 3.07686 5.08888 1.11130
C16 4.44223 4.76327 1.51238
H25 0.35394 2.77148 3.57287
H26 -1.41980 3.11592 3.21785
H27 -0.30620 4.36928 3.81369
H28 -0.93544 4.15023 1.15922
H29 0.11691 2.76540 1.16051
H30 4.78040 3.88860 0.91986
H31 4.42066 4.48206 2.55064
H32 5.00142 5.67773 1.28372
C17 0.65157 4.77715 -1.92016
C18 -0.35692 5.84879 -1.72359
O13 -1.50864 5.76247 -2.54414
C19 -2.31441 4.74348 -2.37672
O14 -2.20841 3.81073 -1.59296
O15 -3.39397 4.87271 -3.18823
C20 -4.48973 3.99639 -3.00068
H33 0.93331 4.80724 -2.96676
H34 0.22561 3.79321 -1.72070
H35 1.50994 5.12694 -1.29380
H36 0.04770 6.83031 -2.00768
H37 -0.59567 5.85824 -0.65943
H38 -4.87955 4.21118 -1.97914
H39 -4.30809 2.93857 -3.14324
H40 -5.22610 4.29782 -3.70278
C21 1.77322 -4.28425 -1.61450
C22 0.45828 -5.00819 -1.83619
O16 -0.46648 -4.56277 -0.83879
C23 -1.75471 -4.70516 -1.08358
O17 -2.16851 -5.18677 -2.08997
O18 -2.55072 -4.48491 -0.03507
C24 -2.17721 -3.50370 0.96020
H41 2.50676 -4.60833 -2.32399
H42 2.20255 -4.42271 -0.62673
H43 1.54138 -3.20725 -1.73549
H44 0.38347 -6.09840 -1.84346
H45 0.10286 -4.66344 -2.75085
H46 -3.04343 -3.37724 1.53848
H47 -1.85943 -2.54426 0.57230
H48 -1.35471 -3.89096 1.68065
C25 -0.60524 -0.13538 3.12701
C26 0.83560 0.11023 2.72696
O19 1.61905 -1.10961 3.05165
C27 2.11558 -1.81020 2.06841
O20 1.65673 -1.88932 0.96054
O21 3.08796 -2.57774 2.50212
C28 3.45677 -3.56261 1.52226
H49 -0.65642 -0.57179 4.13775
H50 -0.99755 -0.84016 2.36125
H51 -1.13219 0.81647 3.09074
H52 1.36719 0.98227 3.17159
H53 1.02250 0.27734 1.65466
H54 4.00366 -3.08987 0.70785
H55 2.60582 -4.17141 1.23652
H56 4.18844 -4.17722 2.13244

Computed properties:
E_LUMO (eV): 0.5
Net charge: 0
SMILES: CCOC(=O)OC.CCOC(=O)OC.CCOC(=O)OC.CCOC(=O)OC.CCOC(=O)OC.CCOC(=O)OC.CCOC(=O)OC
HOMO-LUMO gap (eV): 10.948
2S+1: 1

Results of the Löwdin charge analysis, in e, for atoms 1 through 99: -0.07 -0.17 0.04 -0.61 0.13 -0.05 -0.03 0.09 0.10 0.07 0.11 0.13 0.11 0.08 0.10 -0.05 -0.24 0.04 -0.63 0.07 0.04 0.04 0.07 0.09 0.09 0.10 0.15 0.06 0.10 0.10 -0.05 -0.18 0.03 -0.63 0.11 0.00 0.02 0.07 0.06 0.09 0.11 0.12 0.09 0.08 0.07 -0.06 -0.18 0.01 -0.57 0.09 0.01 0.01 0.05 0.08 0.09 0.10 0.13 0.08 0.09 0.10 -0.07 -0.22 0.06 -0.58 0.10 -0.01 -0.05 0.07 0.07 0.10 0.14 0.12 0.11 0.09 0.08 -0.03 -0.19 0.01 -0.65 0.14 0.00 -0.03 0.08 0.04 0.09 0.14 0.09 0.07 0.07 0.13 -0.04 -0.18 0.04 -0.68 0.10 0.01 -0.04 0.09 0.08

***

# 4
Formula: C26H42Cl8F2IN2NbO6P
Source: the OMol25 dataset
Level of theory: the ωB97M-V functional and the def2-TZVPD basis

CARTESIAN COORDINATES (ANGSTROEM)
C1 1.07575 0.75409 4.50653
C2 1.98875 1.13356 3.80447
C3 3.08163 1.57780 2.80576
C4 2.51850 1.78835 1.30590
C5 3.60708 1.50939 0.19615
Nb1 3.39408 -0.45447 -0.93735
C6 3.62012 -2.35413 -2.15656
C7 2.36464 -2.77503 -3.01493
F1 1.24391 -3.22359 -2.25130
C8 1.41750 0.04976 -1.89747
C9 0.82680 1.51536 -1.75173
C10 -0.54125 1.60373 -0.90903
N1 -1.48766 0.48868 -1.21043
C11 -2.46952 0.46774 -0.09239
C12 -3.25175 -0.92165 -0.03842
C13 -3.43382 -1.79830 -1.21942
C14 -4.16082 -3.09333 -0.97997
C15 -4.67096 -3.47430 0.36992
C16 -4.47833 -2.57585 1.54528
C17 -3.76328 -1.30005 1.32695
O1 -3.55880 -0.47444 2.46364
C18 4.36746 0.65007 -2.73269
O2 3.86159 1.72716 -3.03047
N2 5.54390 0.16693 -3.50008
C19 5.25968 -0.07605 -4.87045
O3 4.63419 0.63771 -5.59988
F2 5.78801 -1.26040 -5.42163
C20 2.51218 -1.56621 0.85699
I1 0.36454 -1.52172 1.08519
C21 3.16423 -3.00762 1.13844
C22 2.42846 -4.25587 0.52564
P1 5.85378 -0.91268 -0.15129
O4 6.34286 -2.26772 -0.62668
O5 6.88239 0.33048 -0.69424
O6 5.83893 -0.92915 1.56409
H1 0.36430 0.23436 5.18259
H2 3.59126 2.54363 3.07333
H3 3.86264 0.76505 2.75556
H4 1.52883 1.27338 1.19111
H5 2.28598 2.90066 1.26502
H6 4.62332 1.55820 0.72359
H7 3.62277 2.41249 -0.49982
H8 4.02277 -3.20399 -1.51648
H9 4.45175 -2.18806 -2.92165
H10 2.08329 -2.02113 -3.81723
H11 2.69614 -3.69051 -3.61308
H12 0.63209 -0.77236 -1.81204
H13 1.67692 -0.02173 -3.01595
H14 1.54249 2.32943 -1.45817
H15 0.47733 1.83386 -2.79466
H16 -0.37984 1.80370 0.18403
H17 -1.04842 2.55017 -1.31203
H18 -1.97953 0.81011 -2.05809
H19 -3.21991 1.31869 -0.22310
H20 -1.96523 0.54932 0.91922
H21 -3.03770 -1.51455 -2.22951
H22 -4.32410 -3.83054 -1.81323
H23 -5.22068 -4.43546 0.54694
H24 -4.83920 -2.79260 2.58853
H25 -2.59267 -0.39286 2.61960
H26 6.00446 -0.63374 -3.05257
H27 2.89904 -0.94603 1.73848
H28 4.25432 -3.07419 0.85921
H29 3.13847 -3.12675 2.27285
H30 3.01624 -4.75786 -0.31007
H31 2.36841 -5.05154 1.34033
H32 1.38606 -4.11445 0.14510
H33 6.35117 1.14616 -0.78085
H34 6.06206 -0.01022 1.81698
C23 -8.44652 -1.63957 1.65419
Cl1 -6.81962 -2.29276 1.36554
Cl2 -8.59868 0.00373 1.01712
H35 -9.17698 -2.27718 1.16163
H36 -8.63585 -1.62078 2.72540
C24 -11.55467 -0.98793 -1.70773
Cl3 -11.37802 -1.29391 0.02296
Cl4 -11.36528 -2.47394 -2.64612
H37 -12.54400 -0.57720 -1.89376
H38 -10.79388 -0.27535 -2.01820
C25 1.34602 5.96046 0.24942
Cl5 1.53417 5.70124 1.98811
Cl6 1.52877 4.44887 -0.64668
H39 0.35459 6.36576 0.05876
H40 2.10359 6.66465 -0.08641
C26 -1.72153 6.22284 4.52081
Cl7 -0.31314 5.74804 5.47794
Cl8 -1.64639 5.54788 2.89039
H41 -2.62061 5.85863 5.01195
H42 -1.75162 7.30759 4.45218

Computed properties:
E_LUMO (eV): 1.2
Net charge: -1
HOMO-LUMO gap (eV): 6.488
2S+1: 1

For reference, the Löwdin charges in units of e are: 0.05 -0.14 -0.20 -0.30 -0.35 1.69 -0.31 -0.27 -0.12 -0.36 -0.28 -0.27 -0.10 -0.22 -0.12 -0.01 -0.07 -0.19 -0.23 -0.25 -0.03 -0.47 -0.02 0.09 -0.49 0.12 0.03 -0.82 0.91 -0.38 -0.18 0.46 -0.42 -0.27 -0.27 0.04 0.11 0.08 0.04 0.03 0.03 0.03 0.04 0.04 0.10 0.11 0.02 0.05 -0.02 0.11 0.09 0.11 0.11 0.14 0.07 0.10 0.09 0.09 0.09 0.09 0.09 0.00 0.07 0.10 0.07 0.07 0.02 0.03 0.03 -0.98 0.73 0.47 -0.02 0.03 -1.01 0.52 0.50 0.02 0.03 -0.98 0.49 0.64 0.02 0.03 -1.03 0.50 0.49 0.02 0.02

***

# 5
Formula: C26H45BBrCsF13LiN4NaO9S
Source: the OMol25 dataset
Level of theory: the ωB97M-V functional and the def2-TZVPD basis

CARTESIAN COORDINATES (ANGSTROEM)
N1 6.89340 -6.14400 1.46097
C1 6.72570 -6.05457 0.00688
C2 6.65201 -4.63694 -0.60241
C3 6.02539 -3.52973 0.27436
B1 4.45882 -3.60394 0.47115
N2 3.82774 -2.87972 1.51276
C4 3.54015 -4.48029 -0.46642
O1 3.80169 -5.65349 -0.50857
C5 2.35699 -3.80347 -1.22603
F1 2.61843 -2.46948 -1.17648
F2 2.31458 -4.16448 -2.50432
C6 1.00318 -3.98011 -0.52748
F3 1.02967 -3.22402 0.57129
F4 0.03007 -3.42613 -1.31297
C7 0.51998 -5.42505 -0.27021
F5 -0.83244 -5.40862 -0.23662
F6 0.80949 -6.20954 -1.29850
C8 1.15423 -6.07173 0.98463
O2 1.52110 -5.48864 1.96546
O3 1.24931 -7.40676 0.82712
H1 7.81731 -5.84719 1.75002
H2 6.14247 -5.68964 1.96530
H3 5.87696 -6.64285 -0.32794
H4 7.60600 -6.53591 -0.41814
H5 7.68474 -4.33279 -0.81350
H6 6.12799 -4.65844 -1.55378
H7 6.27228 -2.55998 -0.16300
H8 6.48341 -3.57795 1.25470
H9 3.00675 -3.37602 1.85434
H10 4.43468 -2.75406 2.31449
H11 2.18438 -7.65569 0.79368
C9 -2.87826 -3.68427 -1.44966
C10 -3.49441 -2.59163 -0.59544
C11 -4.74898 -1.95064 -1.14513
N3 -4.50696 -0.71249 -2.00632
C12 -4.14317 0.43189 -1.11240
C13 -4.09750 1.76887 -1.84541
C14 -5.40464 2.04783 -2.55983
C15 -5.79844 0.88942 -3.46012
C16 -5.80539 -0.42482 -2.70113
C17 -3.42970 -0.96561 -3.01080
H12 -2.34084 -3.31163 -2.32271
H13 -2.16476 -4.20136 -0.82647
H14 -3.62065 -4.41009 -1.79375
H15 -2.73857 -1.84078 -0.34782
H16 -3.76642 -3.06333 0.35451
H17 -5.39670 -1.61372 -0.33334
H18 -5.31840 -2.65400 -1.75332
H19 -4.89823 0.46390 -0.32525
H20 -3.18010 0.19379 -0.66572
H21 -3.89694 2.57280 -1.11684
H22 -3.27084 1.79943 -2.55727
H23 -5.31621 2.97043 -3.13424
H24 -6.20002 2.22659 -1.81627
H25 -5.13130 0.84304 -4.32206
H26 -6.79633 1.06094 -3.86768
H27 -6.00017 -1.26436 -3.36408
H28 -6.57260 -0.40562 -1.92574
H29 -3.69025 -1.85681 -3.57296
H30 -2.48633 -1.09728 -2.49019
H31 -3.34634 -0.11746 -3.68251
F7 3.23871 -7.32539 -1.93688
Cs1 -5.72465 4.53722 -2.60675
C18 1.82803 -1.46043 3.80949
C19 1.81271 -0.29708 4.79550
C20 2.79173 0.81953 4.40920
C21 4.18235 0.39223 4.47042
N4 5.27937 0.05471 4.49412
H32 2.80215 -1.94835 3.79659
H33 1.08337 -2.20907 4.08169
H34 1.60779 -1.12431 2.79597
H35 2.04012 -0.66274 5.79937
H36 0.80690 0.12755 4.83373
H37 2.66235 1.67126 5.08055
H38 2.58369 1.17321 3.39742
Br1 -2.03818 -4.35543 1.98004
Na1 7.84512 -3.74845 2.39830
O4 -1.90362 6.47882 -1.49442
H39 -1.32168 5.81168 -1.10115
C22 -2.31160 10.59493 -0.58055
C23 -2.56517 9.46077 0.40764
O5 -3.31492 9.81734 1.55434
C24 -4.76676 9.84112 1.45905
O6 -5.30095 8.76992 0.94560
C25 -5.28384 11.12073 0.73852
F8 -4.56247 12.23114 1.04581
F9 -6.55129 11.39485 1.13445
F10 -5.31567 11.05501 -0.60567
H40 -2.09956 11.52778 -0.05543
H41 -1.46210 10.34079 -1.21887
H42 -3.16417 10.76318 -1.23462
H43 -1.59409 9.14907 0.80266
H44 -2.98497 8.58588 -0.09111
H45 -5.02008 10.06479 2.52559
Li1 -2.89534 3.60350 0.98156
C26 4.86176 1.51215 -1.01342
F11 5.89921 2.00766 -1.70337
F12 3.89917 2.44791 -1.01427
F13 4.39327 0.45992 -1.70210
S1 5.34513 1.04529 0.69649
O7 5.82129 2.28315 1.26678
O8 6.37444 0.03982 0.52208
O9 4.12537 0.53646 1.28481

Computed properties:
E_LUMO (eV): -2.1
Net charge: -1
HOMO-LUMO gap (eV): 1.824
2S+1: 1

Results of the Löwdin charge analysis, in e, for atoms 1 through 99: 0.01 -0.24 -0.18 -0.10 -0.39 0.23 -0.16 0.10 -0.38 0.12 0.17 -0.35 0.13 0.10 -0.39 -0.04 0.16 -0.41 0.14 0.13 0.03 0.07 0.11 0.11 0.10 0.12 0.12 0.00 0.07 0.08 0.13 -0.11 -0.27 -0.11 -0.27 -0.10 -0.18 -0.51 -0.14 -0.10 0.04 0.06 0.00 0.09 0.11 0.03 0.13 0.14 0.15 0.14 0.07 0.14 -0.28 0.08 0.13 0.13 0.15 0.15 0.13 0.12 0.10 -0.73 1.47 -0.10 -0.26 -0.19 -0.24 0.15 0.05 0.08 0.08 0.11 0.10 0.11 0.11 -0.32 0.78 -0.46 -0.20 -0.09 -0.28 -0.12 -0.55 -0.19 -0.55 0.10 0.09 0.10 0.07 0.07 0.05 0.11 0.09 0.14 0.80 -0.67 0.11 0.11 0.11